DFT (ωB97M-V with the def2-TZVPD basis set) results for a 2-piece molecular cluster, C5H8ClN3O4 overall.

```
21
Properties=species:S:1:pos:R:3:nbo_charge:R:1
Cl -0.987 -1.199 -2.661 -0.14
O -0.649 2.889 -0.302 -0.30
O 1.125 -0.818 1.469 -0.59
O 1.143 2.145 -1.273 -0.41
O -1.353 0.973 1.731 -0.48
N 2.256 0.166 -0.339 -0.61
N -2.169 -0.353 0.009 -0.60
N 0.139 2.039 -0.559 0.47
C -3.357 -0.949 0.590 -0.43
C 3.499 -0.506 -0.164 -0.43
C 1.185 -0.050 0.486 0.58
C -0.031 0.796 0.081 0.13
C -1.370 0.448 0.669 0.63
H 3.582 -1.614 -0.491 0.20
H 2.099 0.870 -1.175 0.45
H -1.999 -0.834 -0.886 0.43
H -3.125 -1.896 0.918 0.21
H -4.247 -0.933 -0.125 0.21
H 3.598 -0.677 0.933 0.22
H -3.695 -0.521 1.560 0.23
H 4.355 0.026 -0.475 0.21
```

## Properties
Energy above the lowest of the compared OMol25 structures with the same formula, charge and spin (eV): 3.068
HOMO-LUMO gap (spin up / spin down) (Ha): 0.2658 / 0.1653
Spin multiplicity: 1
LUMO (spin up / spin down) (eV): -2.64 / -4.90
HOMO energy (spin up / spin down) (Ha): -0.3627 / -0.3455

DFT (ωB97M-V with the def2-TZVPD basis set) results for one molecule with the formula C5H8ClN5.

```
19
Properties=species:S:1:pos:R:3:nbo_charge:R:1
Cl -2.509 -1.007 -2.907 0.01
N -2.387 -1.211 -0.302 -0.58
N -2.424 -1.335 1.934 -0.79
N 1.237 0.587 -0.222 -0.39
N -0.535 -0.242 -1.438 -0.59
N -0.521 -0.455 0.917 -0.60
C 1.850 0.989 -1.466 -0.42
C -1.738 -0.792 -1.365 0.44
C -1.718 -0.967 0.831 0.60
C 0.054 -0.049 -0.217 0.62
C 1.930 0.938 1.012 -0.41
H 1.780 2.136 -1.678 0.20
H 1.305 0.557 1.865 0.25
H -3.397 -1.713 1.865 0.42
H 1.323 0.476 -2.291 0.26
H 2.037 2.045 1.026 0.20
H 2.930 0.652 -1.431 0.20
H 2.891 0.500 0.997 0.20
H -2.109 -1.108 2.873 0.40
```

## Properties
Energy above the lowest of the compared OMol25 structures with the same formula, charge and spin (eV): 0.557
HOMO-LUMO gap (Ha): 0.3587
Spin multiplicity: 1
LUMO (eV): 0.81
SMILES: CN(C)c1nc(N)nc(Cl)n1
HOMO energy (Ha): -0.3291

DFT (ωB97M-V with the def2-TZVPD basis set) results for a 2-piece molecular cluster, C5H8ClNO overall.

```
16
Properties=species:S:1:pos:R:3:nbo_charge:R:1
Cl -3.257 -1.029 -1.184 -0.30
O -0.400 -0.212 -1.463 -0.70
N 2.209 1.500 -1.811 -0.29
C -0.347 0.031 -0.081 0.04
C 0.930 1.650 1.399 -0.27
C 0.691 1.074 0.230 -0.16
C 1.485 1.387 -0.904 0.26
C -0.104 -1.330 0.626 -0.62
H 0.682 -1.260 1.338 0.22
H -2.022 -1.202 -1.375 0.28
H 0.391 1.292 2.396 0.21
H 0.215 -2.015 -0.227 0.20
H 1.530 2.449 1.507 0.21
H -0.989 -1.773 1.049 0.23
H 0.366 -0.737 -1.695 0.48
H -1.382 0.174 0.196 0.23
```

## Properties
Energy above the lowest of the compared OMol25 structures with the same formula, charge and spin (eV): 2.397
HOMO-LUMO gap (Ha): 0.3850
Spin multiplicity: 1
LUMO (eV): 0.09
SMILES: C=C(C#N)[C@H](C)O.Cl
HOMO energy (Ha): -0.3815

DFT (ωB97M-V with the def2-TZVPD basis set) results for one molecule with the formula C5H8ClNO2.

```
17
Properties=species:S:1:pos:R:3:nbo_charge:R:1
Cl -0.877 -0.630 3.918 -0.14
O -2.161 0.505 1.660 -0.63
O 0.474 0.918 -0.576 -0.51
N -0.612 -1.202 -0.862 -0.34
C -0.083 -0.513 2.246 -0.42
C -0.275 1.399 0.542 -0.16
C -0.884 0.446 1.465 0.30
C 0.892 -0.313 -2.536 -0.66
C 0.149 -0.275 -1.168 0.42
H 0.512 2.158 0.930 0.22
H 1.935 -0.135 -2.176 0.23
H -0.189 -1.534 1.840 0.25
H -2.584 -0.176 2.067 0.50
H -1.229 1.991 0.220 0.21
H 0.838 -1.380 -2.885 0.23
H 0.989 -0.221 2.564 0.25
H 0.412 0.406 -3.311 0.24
```

## Properties
Energy above the lowest of the compared OMol25 structures with the same formula, charge and spin (eV): 4.403
HOMO-LUMO gap (spin up / spin down) (Ha): 0.3595 / 0.2555
Spin multiplicity: 1
LUMO (spin up / spin down) (eV): 0.13 / -0.56
HOMO energy (spin up / spin down) (Ha): -0.3547 / -0.2761

DFT (ωB97M-V with the def2-TZVPD basis set) results for C5H8ClNO2S as an isolated structure.

```
18
Properties=species:S:1:pos:R:3:nbo_charge:R:1
Cl 1.190 -1.121 2.786 -0.01
S 0.235 -0.374 -1.160 2.16
O -0.644 0.792 -1.138 -0.97
O 1.653 -0.070 -1.197 -0.93
N -1.123 0.312 2.147 -0.34
C 0.334 2.458 1.406 -0.69
C -0.365 -1.268 -2.527 -0.91
C -0.169 -1.441 0.172 -0.72
C -0.172 1.138 1.760 0.32
C 0.084 -0.317 1.729 0.04
H -1.446 -1.789 -2.355 0.25
H -1.201 -1.415 0.135 0.23
H 0.736 2.823 2.345 0.26
H -0.377 -0.735 -3.432 0.26
H 0.204 -2.112 -2.787 0.24
H 1.164 2.410 0.709 0.27
H -0.468 3.209 1.142 0.26
H 0.365 -2.501 0.264 0.27
```

## Properties
Energy above the lowest of the compared OMol25 structures with the same formula, charge and spin (eV): 2.166
HOMO-LUMO gap (Ha): 0.3823
Spin multiplicity: 1
LUMO (eV): 0.50
HOMO energy (Ha): -0.3637

DFT (ωB97M-V with the def2-TZVPD basis set) results for one molecule with the formula C5H8ClOP.

```
16
Properties=species:S:1:pos:R:3:nbo_charge:R:1
Cl -2.113 1.582 0.216 -0.30
P -1.837 -0.357 -0.186 1.83
O -3.121 -1.057 -0.307 -1.06
C 0.477 -0.759 1.151 -0.21
C 1.555 1.253 0.037 -0.68
C -0.835 -0.911 1.225 -0.55
C -0.717 -0.365 -1.560 -0.83
C 1.153 -0.184 -0.010 -0.05
H 1.824 -0.842 -0.549 0.21
H 2.613 1.334 0.302 0.23
H 1.433 1.715 -0.938 0.24
H -1.357 -1.346 2.064 0.24
H -0.571 -1.326 -2.025 0.24
H 0.960 1.806 0.760 0.23
H 1.121 -1.057 1.977 0.22
H -0.584 0.515 -2.158 0.23
```

## Properties
Energy above the lowest of the compared OMol25 structures with the same formula, charge and spin (eV): 2.081
HOMO-LUMO gap (spin up / spin down) (Ha): 0.3207 / 0.3208
Spin multiplicity: 1
LUMO (spin up / spin down) (eV): -0.32 / -0.32
HOMO energy (spin up / spin down) (Ha): -0.3324 / -0.3325

Strongest force on any atom, record by record: 4.08, 2.10, 5.17, 4.75, 4.62, 3.35 eV/A